Entry from the OMol25 dataset: the ion C19H31NO7PS2 with charge -1 in a non-equilibrium geometry (ωB97M-V/def2-TZVPD).

Values from the calculation:
* Kohn-Sham gap: 7.2 eV
* total charge: -1
* total energy: -2461.74028 Eh

Last column: natural (NBO) charge in e.
Positions of all 61 atoms, in Å:
C  1.504  0.227  -1.359  -0.99
P  0.364  -0.174  0.137  1.58
C  0.291  1.699  0.535  -0.77
C  -0.825  2.390  1.341  -0.42
C  -1.994  2.888  0.487  -0.51
S  -3.125  3.967  1.403  -0.07
C  -0.766  -0.632  1.652  -0.72
C  -2.284  -0.466  1.629  -0.40
C  -3.069  -1.620  1.013  -0.40
C  -4.584  -1.306  1.063  -0.68
S  -5.167  -0.899  -0.542  2.37
O  -4.585  0.334  -0.986  -0.93
O  -5.128  -2.064  -1.369  -0.92
O  -6.693  -0.584  -0.167  -0.90
C  0.282  -2.076  -0.330  -0.72
C  0.779  -2.623  -1.670  -0.53
C  -0.150  -2.365  -2.836  0.80
O  -1.284  -2.752  -2.876  -0.58
O  0.384  -1.742  -3.918  -0.68
C  1.936  -0.571  1.203  -0.38
O  2.819  0.523  1.556  -0.56
C  3.957  0.662  0.840  0.41
C  4.843  -0.396  0.645  -0.31
C  6.012  -0.196  -0.058  -0.20
C  6.328  1.054  -0.563  -0.26
C  5.454  2.108  -0.352  -0.20
C  4.274  1.913  0.338  -0.29
O  -1.183  -0.005  -0.934  -0.78
C  -1.277  0.869  -1.842  0.60
N  -1.363  1.672  -2.675  -0.56
H  1.885  1.247  -1.315  0.22
H  2.391  -0.412  -1.329  0.20
H  1.048  0.103  -2.341  0.22
H  0.306  2.239  -0.418  0.22
H  1.243  1.982  0.984  0.23
H  -0.400  3.303  1.779  0.20
H  -1.200  1.850  2.207  0.20
H  -1.605  3.509  -0.320  0.23
H  -2.564  2.094  0.013  0.23
H  -3.853  3.012  1.986  0.11
H  -0.379  -0.069  2.504  0.20
H  -0.576  -1.681  1.911  0.20
H  -2.622  -0.395  2.675  0.18
H  -2.626  0.454  1.165  0.21
H  -2.762  -1.795  -0.018  0.25
H  -2.914  -2.531  1.590  0.20
H  -4.789  -0.435  1.684  0.24
H  -5.178  -2.160  1.382  0.24
H  -6.949  0.146  -0.751  0.51
H  -0.778  -2.336  -0.298  0.23
H  0.747  -2.666  0.463  0.19
H  0.764  -3.720  -1.606  0.23
H  1.818  -2.374  -1.894  0.20
H  1.289  -1.482  -3.718  0.48
H  2.521  -1.329  0.676  0.17
H  1.642  -1.039  2.147  0.18
H  4.602  -1.370  1.048  0.22
H  6.692  -1.023  -0.213  0.20
H  7.241  1.217  -1.119  0.20
H  5.678  3.095  -0.734  0.21
H  3.583  2.731  0.500  0.22